The following is a DFT calculation (ωB97M-V/def2-TZVPD) of a 2-piece molecular cluster, C4H12N4 overall at a distorted geometry.

Values from the calculation:
- Lowest unoccupied orbital energy: -0.3018 hartree
- Total charge: +2
- Calculated total energy: -10283.182 eV
- F_max: 0.0631 Eh/bohr

Geometry (Å):
1 C 0.35931 0.47556 0.65538
2 C 2.53072 0.64803 -0.17640
3 C -1.83690 0.25737 -0.96485
4 C 1.85930 -1.52404 0.15043
5 N 1.57066 -0.11532 0.24353
6 N -2.43498 1.15219 -1.67444
7 N 0.00618 0.59064 1.86399
8 N -2.34053 -0.34095 0.08175
9 H 3.45592 0.30982 -0.61249
10 H 2.48255 1.78948 -0.15592
11 H -0.80205 -0.05773 -0.95312
12 H 2.75113 -1.72500 -0.55911
13 H 2.21809 -1.80602 1.13520
14 H 1.05254 -2.23876 -0.13476
15 H -3.49332 1.25352 -1.55588
16 H -1.96417 1.49713 -2.50952
17 H -0.88418 1.07699 2.10296
18 H 0.64928 0.13305 2.50101
19 H -3.29710 -0.19256 0.16230
20 H -1.88245 -1.18341 0.39995

=====

The following is a DFT calculation (ωB97M-V/def2-TZVPD) of a 13-piece molecular cluster, BH28O12 overall at a distorted geometry.

Values from the calculation:
- Lowest unoccupied orbital energy: 0.0811 hartree
- Total charge: -1
- Calculated total energy: -25700.338 eV
- F_max: 0.0898 Eh/bohr

Geometry (Å):
1 B 0.19281 0.08693 0.34191
2 H -0.19362 1.06561 0.10298
3 H 0.86391 0.01699 1.18392
4 H -0.51490 -0.68517 0.60125
5 H 0.68615 -0.32403 -0.52525
6 O -0.02841 -1.99432 4.01298
7 H 0.40465 -1.45409 3.35204
8 H -0.95764 -1.78205 3.92520
9 O 2.41599 3.19203 -0.62410
10 H 1.95187 3.66011 -1.31817
11 H 1.80556 2.50951 -0.34521
12 O 3.55575 0.82618 -3.56003
13 H 3.03755 1.20791 -2.85151
14 H 3.92850 1.57976 -4.01764
15 O -0.93039 1.74908 -5.18906
16 H -1.03788 2.53109 -4.64764
17 H -0.74427 1.04828 -4.56418
18 O -2.59374 -4.44188 1.98092
19 H -1.71487 -4.25072 1.65336
20 H -2.45349 -4.76051 2.87257
21 O -1.41458 -2.48587 -4.05113
22 H -0.66627 -3.07346 -4.15597
23 H -1.94563 -2.63154 -4.83407
24 O 2.17662 2.87057 4.35417
25 H 2.66898 2.30052 4.94480
26 H 2.05741 2.34853 3.56077
27 O -3.39091 -0.62758 -1.58450
28 H -2.72271 -0.26477 -1.00302
29 H -2.90903 -1.21475 -2.16695
30 O -2.66807 0.93907 3.04312
31 H -2.72104 1.88066 2.87927
32 H -2.03864 0.61814 2.39732
33 O 0.37755 -4.14809 -0.39575
34 H 0.61013 -4.35108 -1.30181
35 H 0.04891 -3.24965 -0.42786
36 O 4.14215 -1.21829 1.05950
37 H 3.25483 -1.01864 0.76109
38 H 4.45989 -0.39676 1.43416
39 O -2.38387 4.74827 1.40785
40 H -2.93783 4.96629 0.65830
41 H -1.67157 4.22775 1.03648

=====

The following is a DFT calculation (ωB97M-V/def2-TZVPD) of a 2-piece molecular cluster, C7H7F3O2 overall at a distorted geometry.

Values from the calculation:
- Lowest unoccupied orbital energy (spin up / spin down): -0.0466 / -0.0188 hartree
- Calculated total energy: -19615.409 eV
- F_max: 0.0694 Eh/bohr

Geometry (Å):
1 C -1.73853 2.00854 -0.59848
2 C -1.10070 0.87414 -1.14784
3 C -1.71394 1.69161 0.79384
4 C -0.86672 -0.02602 -0.15354
5 C 0.04937 -2.10536 0.92029
6 C -0.07903 -1.20825 -0.28590
7 C 2.29265 0.44176 0.08848
8 O -1.30245 0.45363 1.00815
9 O 0.37079 -1.65878 -1.49526
10 F 3.19559 0.39182 -0.89297
11 F 1.96489 1.67361 0.49331
12 F 3.06347 -0.13819 1.18004
13 H -2.00126 3.00273 -1.08048
14 H -1.13756 0.64736 -2.22438
15 H -2.16881 2.10431 1.71843
16 H -0.07141 -1.54245 1.82443
17 H -0.56066 -3.01290 0.90839
18 H 1.03684 -2.58990 1.01590
19 H 0.76748 -1.00769 -2.07241

=====

The following is a DFT calculation (ωB97M-V/def2-TZVPD) of a 2-piece molecular cluster, C6H14NO overall at a distorted geometry.

Values from the calculation:
- Lowest unoccupied orbital energy: -0.2714 hartree
- Total charge: +1
- Calculated total energy: -9976.442 eV
- F_max: 0.0379 Eh/bohr

Geometry (Å):
1 C -1.80835 -0.70138 1.16772
2 O -2.82782 -1.65273 1.40931
3 C -1.81466 -0.44544 -0.32967
4 C 1.78106 -1.09142 -0.35617
5 C 1.66736 0.18950 0.06347
6 C 1.50266 1.34567 -0.68480
7 C 1.63667 2.66104 -0.05775
8 N -1.18934 -1.57747 -1.01616
9 H -1.96738 0.15559 1.82249
10 H -0.83110 -1.14123 1.42035
11 H -2.63455 -2.16051 2.20564
12 H -1.39330 0.52486 -0.62771
13 H 1.86823 -1.40566 -1.39090
14 H 2.18735 -1.79381 0.36842
15 H 1.82827 0.33033 1.12321
16 H 1.51842 1.23919 -1.76694
17 H 1.06145 2.71986 0.86242
18 H 1.23369 3.44130 -0.69706
19 H 2.70327 2.85063 0.12623
20 H -1.47885 -1.54589 -1.98901
21 H -0.17684 -1.45813 -1.02358
22 H -2.86624 -0.48432 -0.62951

=====

The calculation returns the following relative energy (zero: lowest compared OMol25 entry of this formula, charge and spin) values, one per record and in order: 62.64; 64.53; 55.30; 87.69 kcal per mole.